a:
Computed, not measured: a single C3H4N2O molecule, with ωB97M-V with the def2-TZVPD basis set.

Values from the calculation:
* HOMO: -10.2 eV
* SMILES string: NC(=O)[C@H]1C=N1

```
10
C3H4N2O, DFT ωB97M-V with the def2-TZVPD basis set
N -0.33 1.63 0.73
C -0.09 0.60 -0.14
O -0.18 0.76 -1.35
C 0.13 -0.80 0.35
C 0.08 -1.69 -0.80
N 1.25 -1.56 -0.36
H -0.46 2.51 0.25
H 0.13 1.67 1.62
H -0.09 -1.09 1.38
H -0.45 -2.03 -1.67
```

The molecule's Mulliken atomic charges, reported in e, are given here: -0.438, 0.446, -0.588, -0.135, -0.030, -0.455, 0.257, 0.233, 0.380, 0.328


b:
Computed, not measured: a single C3H4N2O molecule, with ωB97M-V with the def2-TZVPD basis set.

Values from the calculation:
* HOMO: -10.5 eV

```
10
C3H4N2O, DFT ωB97M-V with the def2-TZVPD basis set
N -1.08 0.93 -0.30
C -0.79 -0.17 0.44
O -1.56 -0.72 1.19
C 0.60 -0.78 0.27
C 2.20 0.79 -0.91
N 1.47 -0.10 -0.65
H -2.00 1.34 -0.20
H -0.39 1.36 -0.89
H 1.04 -0.92 1.26
H 0.50 -1.74 -0.21
```

The molecule's Mulliken atomic charges, reported in e, are given here: -0.332, 0.420, -0.593, -0.197, -0.033, -0.225, 0.226, 0.188, 0.301, 0.244


It is a that is the least stable of them.


a:
Computed, not measured: a single C3H4N2O molecule, with ωB97M-V with the def2-TZVPD basis set.

Values from the calculation:
* HOMO: -10.0 eV
* SMILES string: O=C1C=NCN1

```
10
C3H4N2O, DFT ωB97M-V with the def2-TZVPD basis set
O 0.06 1.39 -1.69
C -0.33 0.66 -0.81
C -0.62 -0.83 -0.89
N -0.14 -1.41 0.14
C 0.42 -0.33 0.96
N -0.33 0.87 0.57
H -1.05 -1.35 -1.73
H 1.45 -0.19 0.61
H 0.42 -0.57 2.03
H 0.12 1.75 0.82
```

The molecule's Mulliken atomic charges, reported in e, are given here: -0.548, 0.549, -0.073, -0.433, -0.382, -0.373, 0.362, 0.314, 0.308, 0.275


b:
Computed, not measured: a single C3H4N2O molecule, with ωB97M-V with the def2-TZVPD basis set.

Values from the calculation:
* HOMO: -10.4 eV
* SMILES string: OC1N=CC=N1

```
10
C3H4N2O, DFT ωB97M-V with the def2-TZVPD basis set
O -0.87 1.88 0.68
C -0.46 0.72 0.08
N 0.92 0.59 -0.23
C 1.11 -0.69 -0.26
C -0.11 -1.39 0.11
N -1.02 -0.55 0.48
H -0.21 2.56 0.49
H -1.09 0.45 -0.82
H 2.05 -1.14 -0.56
H -0.31 -2.45 0.02
```

The molecule's Mulliken atomic charges, reported in e, are given here: -0.470, 0.500, -0.534, -0.079, -0.192, -0.497, 0.340, 0.169, 0.379, 0.383


c:
Computed, not measured: a single C3H4N2O molecule, with ωB97M-V with the def2-TZVPD basis set.

Values from the calculation:
* HOMO (alpha / beta): -8.5 / -8.5 eV

```
10
C3H4N2O, DFT ωB97M-V with the def2-TZVPD basis set
O -2.13 0.08 0.46
C -0.78 0.11 0.30
C 0.17 1.03 0.62
C 1.34 0.36 -0.01
N 1.02 -0.99 -0.48
N -0.24 -1.00 -0.34
H -2.33 0.93 0.89
H 1.39 0.76 -1.05
H 2.34 0.46 0.41
H -0.77 -1.73 -0.80
```

The molecule's Mulliken atomic charges, reported in e, are given here: -0.508, 0.573, -0.850, -0.246, -0.659, 0.389, 0.354, 0.252, 0.396, 0.298


d:
Computed, not measured: a molecular structure, C3H4N2O, with ωB97M-V with the def2-TZVPD basis set.

Values from the calculation:
* HOMO: -10.1 eV

```
10
C3H4N2O, DFT ωB97M-V with the def2-TZVPD basis set
O 1.83 -0.50 -0.32
C 0.75 -0.09 -0.69
C -0.47 -0.95 -0.89
N -1.25 -0.67 0.08
C -0.55 0.39 0.82
N 0.21 1.13 -0.22
H 0.34 -0.15 1.32
H -0.60 -1.78 -1.56
H -1.23 1.00 1.42
H 0.95 1.66 0.22
```

The molecule's Mulliken atomic charges, reported in e, are given here: -0.516, 0.799, -0.198, -0.386, -0.550, -0.491, 0.369, 0.354, 0.322, 0.297


It is c that is the least stable of them.


a:
Computed, not measured: a single C2H3NOS2 molecule, with ωB97M-V with the def2-TZVPD basis set.

Values from the calculation:
* HOMO: -9.3 eV
* SMILES string: O=CN(S)C=S

```
9
C2H3NOS2, DFT ωB97M-V with the def2-TZVPD basis set
O -2.46 -1.35 -0.03
C -1.93 -0.28 -0.10
N -0.50 0.06 0.00
S -0.09 1.79 0.04
C 0.54 -0.90 0.19
S 2.12 -0.71 -0.07
H -2.39 0.69 -0.09
H 1.21 1.66 -0.20
H 0.22 -2.03 0.57
```

The molecule's Mulliken atomic charges, reported in e, are given here: -0.451, 0.168, -0.055, -0.066, 0.044, -0.314, 0.322, 0.116, 0.235


b:
Computed, not measured: a single C2H3NOS2 molecule, with ωB97M-V with the def2-TZVPD basis set.

Values from the calculation:
* HOMO: -9.0 eV
* SMILES string: O=C1NSCS1

```
9
C2H3NOS2, DFT ωB97M-V with the def2-TZVPD basis set
O -2.41 -0.79 -0.20
C -1.27 -0.41 -0.16
N -0.17 -1.22 0.06
S 1.39 -0.63 -0.39
C 0.94 1.04 0.15
S -0.78 1.32 -0.33
H -0.34 -2.21 -0.02
H 1.07 1.15 1.24
H 1.57 1.75 -0.35
```

The molecule's Mulliken atomic charges, reported in e, are given here: -0.525, 0.502, -0.270, -0.014, -0.524, -0.099, 0.276, 0.323, 0.331


c:
Computed, not measured: a single C2H3NOS2 molecule, with ωB97M-V with the def2-TZVPD basis set.

Values from the calculation:
* HOMO (alpha / beta): -8.7 / -8.7 eV

```
9
C2H3NOS2, DFT ωB97M-V with the def2-TZVPD basis set
C 1.01 0.61 -0.05
C 0.20 -0.70 -0.11
N 2.26 0.52 -0.06
O 0.91 -1.73 -0.67
S 3.55 1.38 0.01
S 2.27 -2.12 0.19
H 0.55 1.44 0.28
H -0.18 -0.73 0.98
H -0.80 -0.43 -0.75
```

The molecule's Mulliken atomic charges, reported in e, are given here: -0.058, -0.268, -0.245, -0.285, -0.107, -0.028, 0.480, 0.226, 0.285


It is c that is the least stable of them.


a:
Computed, not measured: a single C2H3NOS2 molecule, with ωB97M-V with the def2-TZVPD basis set.

Values from the calculation:
* HOMO: -9.1 eV
* SMILES string: O/N=C/C(=S)S

```
9
C2H3NOS2, DFT ωB97M-V with the def2-TZVPD basis set
O 0.16 1.27 -2.09
N 0.26 0.21 -1.09
C -0.29 0.61 -0.01
C -0.30 -0.37 1.06
S -1.15 -0.21 2.40
S 0.91 -1.62 0.72
H 0.51 0.87 -2.90
H -0.79 1.55 0.07
H 0.68 -2.31 1.83
```

The molecule's Mulliken atomic charges, reported in e, are given here: -0.404, -0.261, -0.173, 0.317, -0.244, -0.154, 0.350, 0.425, 0.144


b:
Computed, not measured: a single C2H3NOS2 molecule, with ωB97M-V with the def2-TZVPD basis set.

Values from the calculation:
* HOMO: -8.8 eV
* SMILES string: O=CSNC=S

```
9
C2H3NOS2, DFT ωB97M-V with the def2-TZVPD basis set
O 0.59 -2.66 -0.59
C 0.51 -1.78 -1.43
S 0.14 -0.11 -1.08
N 0.00 -0.35 0.61
C -0.29 0.65 1.45
S -0.55 2.21 1.05
H 0.67 -1.98 -2.52
H 0.17 -1.34 0.91
H -0.34 0.29 2.50
```

The molecule's Mulliken atomic charges, reported in e, are given here: -0.500, 0.147, 0.055, -0.180, -0.035, -0.362, 0.282, 0.306, 0.285


c:
Computed, not measured: a single C2H3NOS2 molecule, with ωB97M-V with the def2-TZVPD basis set.

Values from the calculation:
* HOMO: -8.8 eV
* SMILES string: O=C1NSCS1

```
9
C2H3NOS2, DFT ωB97M-V with the def2-TZVPD basis set
O 1.56 -1.21 -1.42
C 0.70 -0.75 -0.70
N 0.72 0.69 -0.64
S -0.77 1.51 -0.12
C -0.98 0.05 0.97
S -0.66 -1.46 0.09
H 1.60 1.06 -1.18
H -0.18 -0.05 1.74
H -1.99 0.16 1.27
```

The molecule's Mulliken atomic charges, reported in e, are given here: -0.551, 0.543, -0.328, -0.004, -0.542, -0.079, 0.286, 0.312, 0.363


It is a that is the least stable of them.


a:
Computed, not measured: 2 unconnected molecules or ions with the total composition C14H16, with ωB97M-V with the def2-TZVPD basis set.

Values from the calculation:
* HOMO: -8.7 eV
* SMILES string: Cc1ccccc1.Cc1ccccc1

```
30
C14H16, DFT ωB97M-V with the def2-TZVPD basis set
C -3.76 1.94 0.19
C -2.84 1.05 0.98
C -2.25 -0.11 0.49
C -1.68 -1.09 1.28
C -1.38 -0.72 2.59
C -1.78 0.51 3.06
C -2.53 1.42 2.30
H -3.30 2.93 0.15
H -4.71 2.19 0.65
H -3.91 1.43 -0.77
H -2.35 -0.34 -0.58
H -1.52 -2.12 1.00
H -0.80 -1.35 3.26
H -1.45 0.77 4.07
H -2.76 2.42 2.63
C 4.13 -1.19 -0.08
C 3.05 -0.88 -1.10
C 3.22 -0.62 -2.47
C 2.10 -0.18 -3.20
C 0.95 0.16 -2.51
C 0.68 -0.41 -1.25
C 1.76 -0.78 -0.52
H 5.15 -1.08 -0.46
H 4.11 -2.28 -0.03
H 4.01 -0.68 0.86
H 4.20 -0.84 -2.86
H 2.07 0.24 -4.21
H 0.22 0.71 -3.08
H -0.33 -0.22 -0.93
H 1.71 -0.88 0.56
```

The molecule's Mulliken atomic charges, reported in e, are given here: -1.362, 0.773, -0.366, -0.639, -0.287, -0.502, -0.466, 0.325, 0.342, 0.364, 0.403, 0.349, 0.428, 0.324, 0.370, -1.418, 0.641, -0.377, -0.608, -0.456, -0.010, -0.184, 0.372, 0.319, 0.341, 0.366, 0.303, 0.329, -0.072, 0.395


b:
Computed, not measured: 2 unconnected molecules or ions with the total composition C14H16, with ωB97M-V with the def2-TZVPD basis set.

Values from the calculation:
* HOMO: -9.0 eV
* SMILES string: Cc1ccccc1.Cc1ccccc1

```
30
C14H16, DFT ωB97M-V with the def2-TZVPD basis set
C 3.10 -0.54 -3.87
C 1.72 0.05 -4.03
C 1.31 1.04 -3.14
C 0.05 1.62 -3.32
C -0.82 1.19 -4.30
C -0.39 0.17 -5.14
C 0.86 -0.41 -5.03
H 3.85 0.25 -3.83
H 3.41 -1.19 -4.69
H 3.16 -1.09 -2.94
H 2.07 1.39 -2.45
H -0.23 2.35 -2.57
H -1.81 1.58 -4.44
H -1.06 -0.11 -5.94
H 1.19 -1.26 -5.60
C 0.23 -2.47 3.62
C -0.44 -1.17 3.96
C 0.26 -0.03 4.35
C -0.46 1.12 4.58
C -1.85 1.19 4.47
C -2.55 0.06 4.13
C -1.82 -1.09 3.84
H 1.17 -2.57 4.14
H 0.45 -2.49 2.56
H -0.37 -3.33 3.94
H 1.34 0.03 4.40
H 0.01 1.99 5.01
H -2.33 2.13 4.69
H -3.63 0.04 4.18
H -2.32 -1.96 3.42
```

The molecule's Mulliken atomic charges, reported in e, are given here: -1.409, 0.995, -0.576, -0.288, -0.614, -0.247, -0.595, 0.333, 0.362, 0.303, 0.364, 0.339, 0.383, 0.331, 0.318, -1.361, 0.756, -0.449, -0.387, -0.410, -0.509, -0.318, 0.373, 0.279, 0.357, 0.330, 0.312, 0.363, 0.351, 0.311


It is a that is the least stable of them.


a:
Computed, not measured: 2 unconnected molecules or ions with the total composition C14H16, with ωB97M-V with the def2-TZVPD basis set.

Values from the calculation:
* HOMO: -8.8 eV
* SMILES string: Cc1ccccc1.Cc1ccccc1

```
30
C14H16, DFT ωB97M-V with the def2-TZVPD basis set
C -0.24 -3.26 1.38
C 0.20 -3.17 -0.11
C 0.84 -4.25 -0.66
C 1.64 -4.09 -1.81
C 1.58 -2.89 -2.48
C 0.71 -1.86 -2.06
C 0.04 -2.01 -0.88
H -1.25 -3.70 1.33
H -0.38 -2.28 1.78
H 0.28 -4.01 1.95
H 0.88 -5.24 -0.19
H 2.29 -4.91 -2.03
H 2.02 -2.76 -3.47
H 0.74 -0.92 -2.62
H -0.60 -1.25 -0.42
C -0.77 2.03 2.63
C -0.54 2.77 1.30
C 0.27 2.27 0.27
C 0.31 2.94 -0.92
C -0.62 3.97 -1.19
C -1.31 4.56 -0.16
C -1.24 3.95 1.11
H -1.52 2.58 3.22
H 0.21 2.06 3.10
H -1.16 1.01 2.50
H 0.85 1.39 0.48
H 1.20 2.95 -1.53
H -0.55 4.49 -2.14
H -1.95 5.44 -0.28
H -1.92 4.18 1.90
```

The molecule's Mulliken atomic charges, reported in e, are given here: -1.362, 0.688, -0.366, -0.458, -0.361, -0.591, -0.302, 0.332, 0.299, 0.358, 0.325, 0.355, 0.317, 0.363, 0.401, -1.186, 0.772, -0.367, -0.477, -0.528, -0.422, -0.456, 0.345, 0.323, 0.250, 0.438, 0.370, 0.339, 0.368, 0.235


b:
Computed, not measured: 2 unconnected molecules or ions with the total composition C14H16, with ωB97M-V with the def2-TZVPD basis set.

Values from the calculation:
* HOMO: -8.9 eV
* SMILES string: Cc1ccccc1.Cc1ccccc1

```
30
C14H16, DFT ωB97M-V with the def2-TZVPD basis set
C -0.55 2.44 -0.13
C 0.48 2.62 0.91
C 1.77 2.93 0.52
C 2.79 3.21 1.46
C 2.52 3.05 2.83
C 1.21 2.87 3.21
C 0.20 2.54 2.28
H -0.29 3.09 -0.96
H -1.58 2.53 0.19
H -0.63 1.41 -0.49
H 2.14 2.76 -0.53
H 3.82 3.44 1.15
H 3.29 3.17 3.55
H 1.19 2.68 4.29
H -0.69 2.12 2.72
C -3.18 -2.88 -2.06
C -1.76 -2.79 -1.57
C -1.36 -2.63 -0.23
C -0.02 -2.41 0.14
C 0.92 -2.68 -0.86
C 0.61 -2.89 -2.19
C -0.76 -2.92 -2.52
H -3.23 -3.44 -3.01
H -3.63 -1.92 -2.21
H -3.77 -3.39 -1.26
H -2.06 -2.45 0.59
H 0.27 -2.23 1.15
H 1.91 -2.42 -0.48
H 1.41 -2.71 -2.90
H -1.02 -3.08 -3.56
```

The molecule's Mulliken atomic charges, reported in e, are given here: -1.432, 0.900, -0.361, -0.420, -0.390, -0.480, -0.428, 0.354, 0.376, 0.273, 0.261, 0.319, 0.398, 0.295, 0.336, -1.247, 0.806, -0.407, -0.579, -0.337, -0.679, -0.184, 0.337, 0.273, 0.335, 0.306, 0.458, 0.289, 0.332, 0.295


It is a that is the least stable of them.